{
  "formula": "C52H104O39",
  "method": "ωB97M-V/def2-TZVPD",
  "orbital_gap_ev": 10.524,
  "homo_ev": -10.553,
  "e_above_lowest_kcal_mol": 188.7,
  "lumo_energy_ev": -0.029,
  "total_charge": 0,
  "fmax_ev_per_a": 5.21,
  "molar_mass_g_mol": 1353.4,
  "energy_ev": -135457.170,
  "symbols": ["C", "C", "O", "C", "O", "O", "C", "H", "H", "H", "H", "H", "H", "H", "H", "C", "C", "O", "C", "O", "O", "C", "H", "H", "H", "H", "H", "H", "H", "H", "C", "C", "O", "C", "O", "O", "C", "H", "H", "H", "H", "H", "H", "H", "H", "C", "C", "O", "C", "O", "O", "C", "H", "H", "H", "H", "H", "H", "H", "H", "C", "C", "O", "C", "O", "O", "C", "H", "H", "H", "H", "H", "H", "H", "H", "C", "C", "O", "C", "O", "O", "C", "H", "H", "H", "H", "H", "H", "H", "H", "C", "C", "O", "C", "O", "O", "C", "H", "H", "H", "H", "H", "H", "H", "H", "C", "C", "O", "C", "O", "O", "C", "H", "H", "H", "H", "H", "H", "H", "H", "C", "C", "O", "C", "O", "O", "C", "H", "H", "H", "H", "H", "H", "H", "H", "C", "C", "O", "C", "O", "O", "C", "H", "H", "H", "H", "H", "H", "H", "H", "C", "C", "O", "C", "O", "O", "C", "H", "H", "H", "H", "H", "H", "H", "H", "C", "C", "O", "C", "O", "O", "C", "H", "H", "H", "H", "H", "H", "H", "H", "C", "C", "O", "C", "O", "O", "C", "H", "H", "H", "H", "H", "H", "H", "H"],
  "positions_angstrom": [[-15.74177, -13.83628, -27.53782], [-15.09649, -15.03251, -26.75063], [-15.52925, -14.84989, -25.40598], [-15.58501, -15.88398, -24.53635], [-15.42552, -17.04638, -24.88267], [-15.88850, -15.39167, -23.32683], [-16.02960, -16.33197, -22.25052], [-15.36893, -13.71700, -28.55511], [-15.47669, -12.96922, -26.93281], [-16.83040, -13.83618, -27.59230], [-14.01955, -14.88133, -26.82446], [-15.48449, -15.91841, -27.25338], [-15.04627, -16.64733, -21.90167], [-16.84373, -17.04483, -22.38142], [-16.35124, -15.76327, -21.37803], [-12.40671, -21.42671, -34.49075], [-12.83394, -20.43290, -33.38070], [-12.33158, -20.77035, -32.07383], [-12.41794, -20.07482, -30.95754], [-13.23072, -19.16140, -30.76936], [-11.71158, -20.67157, -29.96088], [-11.93563, -20.15780, -28.65826], [-12.75009, -20.98472, -35.42607], [-12.78952, -22.44424, -34.41214], [-11.31821, -21.39980, -34.54112], [-13.90917, -20.25412, -33.38396], [-12.36896, -19.45128, -33.47196], [-11.51389, -19.17366, -28.45401], [-11.44675, -20.84047, -27.96324], [-12.97005, -20.05911, -28.32908], [-16.60426, -23.83577, -24.11003], [-16.98248, -22.77688, -22.98334], [-17.32834, -23.58997, -21.85697], [-17.38438, -23.06062, -20.66940], [-17.14635, -21.89566, -20.34244], [-17.66419, -24.11577, -19.80544], [-17.80850, -23.82417, -18.45965], [-16.23909, -23.38492, -25.03280], [-17.51041, -24.39204, -24.34995], [-15.78607, -24.47434, -23.77702], [-17.76951, -22.11363, -23.34220], [-16.17457, -22.07038, -22.79293], [-18.42065, -24.61535, -18.02674], [-18.15234, -22.82184, -18.20431], [-16.82967, -23.86556, -17.98187], [-17.35389, -38.12385, -29.08865], [-16.56921, -36.86868, -29.51164], [-16.41263, -36.05378, -28.31326], [-15.51402, -36.33190, -27.40413], [-14.69970, -37.27217, -27.42486], [-15.69569, -35.48696, -26.39118], [-14.75824, -35.40487, -25.33895], [-17.30155, -38.76253, -29.97037], [-18.36491, -37.90633, -28.74422], [-16.87379, -38.50400, -28.18694], [-17.07035, -36.27745, -30.27805], [-15.60298, -37.21117, -29.88206], [-15.22091, -34.66244, -24.68871], [-13.76783, -35.10390, -25.68043], [-14.59450, -36.37946, -24.87907], [-11.39256, -26.21749, -15.75712], [-10.74749, -26.89790, -14.63387], [-11.34121, -28.21639, -14.62339], [-11.55085, -28.82988, -13.44412], [-11.10945, -28.49087, -12.36705], [-12.38118, -29.89835, -13.65897], [-12.87286, -30.76733, -12.68760], [-11.32738, -26.80092, -16.67552], [-10.88903, -25.28601, -16.01581], [-12.47274, -26.09268, -15.68143], [-10.82432, -26.34868, -13.69549], [-9.69554, -27.15292, -14.76219], [-13.21712, -30.17414, -11.84041], [-12.12096, -31.48056, -12.34990], [-13.76819, -31.33801, -12.93417], [-9.93960, -14.51867, -23.68059], [-9.52809, -14.29975, -22.21139], [-8.39950, -13.42020, -22.10846], [-8.58102, -12.10663, -21.90172], [-9.65174, -11.55583, -21.86955], [-7.31368, -11.60432, -21.78082], [-7.11961, -10.27985, -21.53614], [-10.50835, -15.43882, -23.81461], [-9.20726, -14.54758, -24.48739], [-10.60640, -13.72331, -24.01356], [-9.27304, -15.32126, -21.92930], [-10.33612, -14.00761, -21.54068], [-7.73261, -9.73019, -22.25042], [-6.10220, -9.93646, -21.72341], [-7.33618, -9.89038, -20.54140], [-13.08396, -35.88530, -18.31114], [-13.29635, -37.32359, -18.64262], [-12.80930, -37.78659, -19.85421], [-13.01348, -38.97966, -20.28648], [-13.76019, -39.82092, -19.78403], [-12.34391, -39.15303, -21.44407], [-12.49803, -40.33668, -22.22071], [-13.45464, -35.75177, -17.29484], [-13.41326, -35.11714, -19.01084], [-12.00660, -35.72970, -18.25487], [-14.33956, -37.63401, -18.70136], [-12.92563, -37.95818, -17.83765], [-12.82338, -40.00246, -23.20587], [-13.29292, -41.03051, -21.94710], [-11.62615, -40.94404, -22.46373], [-6.81802, -19.59977, -21.97108], [-6.34174, -19.12307, -20.59605], [-7.32193, -19.52092, -19.74303], [-7.15468, -19.40095, -18.40478], [-6.03843, -19.19707, -17.81892], [-8.33047, -19.73897, -17.86086], [-8.46420, -19.85169, -16.46749], [-6.06246, -19.27067, -22.68447], [-7.78950, -19.16876, -22.21305], [-6.73331, -20.68032, -22.08652], [-6.28381, -18.03479, -20.61596], [-5.34570, -19.48534, -20.34155], [-9.51695, -19.99342, -16.22311], [-8.24099, -18.88458, -16.01696], [-8.00649, -20.64950, -15.88260], [-13.32612, -27.92042, -21.32337], [-13.60416, -26.42922, -21.30536], [-12.52478, -25.84447, -21.99724], [-12.16389, -24.54071, -21.89626], [-11.24267, -24.11724, -22.64738], [-12.75407, -23.86993, -20.91369], [-12.29339, -22.54895, -20.63947], [-14.04108, -28.54334, -20.78588], [-12.31756, -27.97630, -20.91374], [-13.16934, -28.31488, -22.32733], [-13.86093, -26.07926, -20.30551], [-14.45600, -26.27487, -21.96767], [-13.14234, -21.94200, -20.32483], [-11.83623, -21.98988, -21.45589], [-11.55657, -22.74669, -19.86095], [-19.88582, -31.05321, -22.21705], [-19.13728, -29.85942, -22.85791], [-18.10742, -30.17583, -23.75753], [-18.13505, -29.75563, -25.08436], [-19.04684, -29.05696, -25.59468], [-17.23968, -30.36008, -25.82441], [-17.42554, -30.42749, -27.23826], [-20.20864, -31.76237, -22.97927], [-20.83693, -30.83537, -21.73122], [-19.16975, -31.52181, -21.54194], [-18.69906, -29.18915, -22.11845], [-19.90434, -29.28584, -23.37822], [-16.97155, -31.37488, -27.52885], [-16.87420, -29.62421, -27.72700], [-18.46544, -30.51057, -27.55420], [0.10415, -24.74224, -27.50777], [-1.00920, -23.66461, -27.40152], [-2.32016, -24.15803, -27.63742], [-3.40399, -23.38372, -27.48458], [-3.38158, -22.14642, -27.28161], [-4.49322, -24.13845, -27.59721], [-5.77299, -23.63961, -27.33714], [0.38145, -25.06014, -26.50271], [0.98686, -24.44911, -28.07610], [-0.30954, -25.64791, -27.95131], [-0.82056, -22.78422, -28.01588], [-1.16179, -23.20513, -26.42495], [-6.53186, -24.40696, -27.49002], [-6.09776, -22.78669, -27.93308], [-5.89025, -23.26582, -26.31997], [-8.80870, -35.27266, -22.95198], [-7.76866, -34.18478, -22.94124], [-8.30485, -33.14466, -23.81098], [-8.28205, -31.82804, -23.35269], [-7.79616, -31.48060, -22.31428], [-8.97737, -31.15340, -24.20228], [-9.07569, -29.74668, -24.08355], [-8.73562, -36.10650, -22.25378], [-8.87549, -35.68290, -23.95962], [-9.81955, -34.86528, -22.93370], [-6.73583, -34.34699, -23.24955], [-7.74459, -33.94229, -21.87883], [-8.14801, -29.20474, -24.26744], [-9.36638, -29.65887, -23.03670], [-9.86255, -29.44074, -24.77299], [-15.75794, -23.64913, -10.58107], [-15.98313, -22.11768, -10.45532], [-16.21584, -21.48057, -11.67536], [-15.20216, -21.09113, -12.41802], [-13.99259, -21.28586, -12.13714], [-15.65355, -20.38581, -13.52064], [-14.78753, -19.93050, -14.49989], [-14.81992, -23.82693, -11.10701], [-16.56609, -24.20240, -11.05950], [-15.64778, -24.11676, -9.60266], [-15.30997, -21.53691, -9.82470], [-16.92807, -22.11257, -9.91204], [-13.90384, -19.36156, -14.21091], [-15.32264, -19.35285, -15.25359], [-14.38180, -20.80039, -15.01638]],
  "atomic_forces_ev_per_a": [[0.48, 0.03, 1.06], [-1.34, 1.35, -1.72], [-0.09, -0.14, 1.12], [0.11, -1.07, -1.67], [-0.18, 1.44, 1.22], [-0.02, -0.41, -0.41], [-0.05, 0.94, 1.01], [0.25, -0.18, 0.14], [0.01, 0.36, -0.35], [0.01, -0.47, 0.17], [0.01, -0.59, 0.17], [0.49, -0.50, 0.72], [-0.12, -0.91, -0.66], [0.68, -0.43, -0.53], [-0.23, 0.56, -0.27], [0.33, 1.20, 0.86], [0.14, 1.14, 0.26], [1.24, -2.11, 0.37], [-3.30, 1.00, 0.82], [2.03, -1.13, -0.44], [-0.24, 0.53, -1.19], [0.12, 0.30, 1.37], [-0.17, -0.08, -0.03], [0.02, 0.19, 0.28], [0.01, -0.42, 0.02], [-0.07, -0.30, 0.38], [-0.15, 0.10, -1.10], [0.27, 0.09, -0.63], [0.04, -0.15, -0.28], [-0.25, -0.34, -0.67], [-0.31, 1.23, 0.89], [1.03, -0.67, -2.02], [-0.25, 0.10, -0.85], [0.68, 0.96, 2.38], [-0.74, -2.39, -0.59], [-0.04, 1.48, -2.38], [0.71, 0.20, 1.71], [-0.19, 0.41, 0.11], [0.23, -0.26, 0.08], [-0.29, -0.17, 0.23], [-0.60, -0.43, 0.36], [0.31, -0.44, 0.50], [-0.14, 0.26, -0.03], [-0.52, -0.06, -0.49], [0.20, -0.21, 0.12], [0.36, 1.03, -0.12], [-0.06, -1.09, 1.33], [-0.59, 0.87, -1.29], [1.83, -2.59, 0.60], [-1.51, 2.21, -0.06], [-0.35, 0.29, -0.86], [0.37, -0.40, 0.16], [-0.36, -0.57, 0.46], [-0.17, 0.12, -0.59], [0.34, -0.55, -0.46], [0.03, 0.21, 0.39], [0.15, 0.34, 0.13], [0.44, -0.25, 0.25], [-0.13, 0.36, -0.20], [-0.36, 0.04, 0.26], [-0.25, 0.61, -2.12], [0.84, -1.21, 0.84], [-1.09, -0.93, 1.18], [-0.41, -0.39, 1.02], [-0.43, -0.33, -0.98], [0.49, 0.98, -2.24], [0.10, 0.29, 2.27], [0.36, -0.32, 0.01], [-0.21, 0.24, 0.31], [0.08, 0.34, 0.66], [-0.36, -0.39, 0.17], [0.20, 0.72, -0.32], [0.32, -0.02, 0.37], [0.14, 0.11, -0.01], [0.21, 0.29, -1.18], [-1.33, 0.96, -0.43], [-0.02, -0.81, -1.36], [0.25, -0.37, 0.36], [0.19, -0.56, -0.20], [1.01, 0.31, 0.19], [-0.80, -2.47, 0.20], [-0.44, 3.14, -0.53], [-0.06, -0.11, 0.38], [0.81, -0.03, 0.73], [-0.17, 0.15, 0.09], [0.94, 0.38, 0.74], [-0.06, 0.39, -0.39], [-0.14, 0.43, 0.15], [0.22, -0.82, -0.20], [-0.42, -0.61, 0.27], [1.36, 0.17, -0.18], [-2.43, -1.65, 1.15], [2.50, 2.04, -1.54], [-1.96, -3.30, -0.17], [1.28, 1.31, -0.53], [0.57, -0.02, 0.42], [-1.28, -0.40, -1.49], [-0.24, 0.28, -0.19], [-0.59, -0.34, 0.04], [0.19, 0.10, 0.15], [-0.50, 0.57, 0.48], [0.43, 0.07, 0.09], [0.01, 0.32, -0.08], [0.06, 0.34, 0.89], [0.60, 0.53, 0.97], [1.54, 0.21, -0.06], [1.14, 0.70, -2.25], [-1.78, -0.33, 3.24], [3.93, -0.74, 1.18], [-4.74, -0.38, -2.13], [0.54, -0.32, -0.55], [-0.92, 1.16, 1.70], [-0.18, 0.45, -0.27], [0.06, -0.34, -0.05], [-0.70, -0.09, 0.35], [0.07, 0.19, 0.11], [-0.10, -0.27, 0.15], [-0.23, 0.01, -0.68], [0.44, -0.11, 0.15], [0.91, -0.13, -0.90], [1.23, 0.13, 0.11], [-1.85, -1.05, -1.00], [1.03, 1.73, 0.28], [3.38, 0.08, -2.30], [-3.30, -1.01, 2.55], [-0.76, -0.56, -1.09], [0.48, 0.35, 0.47], [0.09, 0.24, 0.07], [-0.04, -0.59, 0.58], [-0.49, 0.22, -0.18], [0.59, 0.38, -0.08], [-0.47, 0.34, 0.33], [0.01, -0.40, 0.38], [0.08, -0.72, -0.32], [-0.02, 0.87, 0.17], [1.25, -0.28, -0.68], [-2.23, 1.30, 0.15], [1.64, -0.50, -2.45], [-4.77, 1.01, -0.56], [2.62, -1.50, 2.05], [0.82, -0.53, 1.14], [0.32, -0.51, -0.46], [0.45, -0.13, -0.21], [0.40, 0.73, 0.31], [-0.44, -0.41, 0.17], [-0.05, -0.20, 0.23], [0.18, 0.26, -0.21], [0.23, 0.08, 0.11], [-0.36, 0.11, 0.04], [-0.02, 0.57, 0.37], [-1.32, -0.13, 0.55], [0.20, 1.54, 0.66], [-1.34, -1.29, -0.89], [0.70, 3.43, 0.49], [-0.14, -3.50, -0.43], [0.81, -0.81, -0.33], [-1.40, 1.26, 0.58], [0.27, 0.16, -0.03], [-0.24, 0.25, 0.11], [-0.06, 0.11, -0.29], [0.00, -0.24, -0.52], [1.00, -0.19, 0.44], [0.55, -0.33, -0.07], [0.59, 0.00, -0.51], [0.36, -0.25, 0.25], [-0.55, -0.97, -2.12], [-0.71, 0.71, 1.01], [0.41, 1.13, 0.97], [0.24, -3.02, 0.77], [0.24, 0.48, -0.05], [-0.20, 0.17, -2.34], [-0.46, -0.04, 1.23], [0.36, 0.33, 0.13], [0.40, -0.55, -0.15], [0.12, 0.48, 0.84], [-0.27, -0.66, -0.19], [0.31, 1.14, -0.14], [0.06, -0.29, -0.09], [-0.13, 1.09, -0.07], [0.16, 0.01, 0.19], [1.28, 0.57, -0.06], [-0.97, -1.86, 1.59], [-0.79, 0.78, -1.58], [3.95, 0.52, -0.33], [-3.60, 0.61, -1.13], [-1.08, -0.94, 2.79], [1.64, -0.60, -1.51], [-0.06, -0.20, -0.15], [-0.12, 0.51, -0.25], [0.03, 0.31, 0.20], [0.57, -0.43, -0.34], [-0.28, 0.73, -0.25], [-0.28, 0.13, 0.77], [-0.39, -0.03, 0.43], [0.10, -0.10, -0.20]]
}